DFT (ωB97M-V/def2-TZVPD) results for a structure of composition C21H20ClN12PdTe.

Values from the calculation:
HOMO energy (alpha / beta) ... -4.671 / -4.671 eV
Relative energy (zero: lowest compared OMol25 entry of this formula, charge and spin) ... 0.3886 eV
E_tot ... -2325.4628 Ha
Total charge ... -1

Last column: Mulliken charge in e.
Cartesian coordinates (Å):
Pd 1.002 0.256 -0.761  0.213
N 3.844 2.570 -1.398  -0.098
C 4.085 1.382 -2.101  0.301
N 5.245 1.152 -2.706  -0.560
N 5.110 -0.100 -3.174  -0.703
N 3.949 -0.573 -2.850  -0.407
N 3.247 0.373 -2.159  0.316
C 2.598 3.026 -1.014  0.080
N 2.322 4.323 -0.972  -0.551
N 1.036 4.390 -0.571  -0.809
N 0.572 3.210 -0.381  -0.127
N 1.549 2.298 -0.626  0.699
H 4.474 3.315 -1.647  0.295
C -2.005 1.323 0.490  -0.136
Te -1.348 1.354 -1.533  0.167
C -2.963 -0.028 -1.782  -1.304
C -3.948 0.318 -0.692  0.619
C -5.301 0.014 -0.786  -0.610
C -6.173 0.346 0.240  -0.527
C -5.692 0.991 1.372  -0.562
C -4.345 1.308 1.469  -0.717
C -3.467 0.981 0.441  0.525
H -1.780 2.287 0.940  0.652
H -1.420 0.558 1.004  -0.303
H -2.579 -1.044 -1.669  0.350
H -3.398 0.067 -2.775  0.476
H -5.672 -0.486 -1.675  0.412
H -7.226 0.110 0.151  0.379
H -6.370 1.256 2.173  0.392
H -3.968 1.818 2.347  0.443
Cl -1.564 0.982 5.211  -0.269
C -0.403 0.585 3.961  0.522
C -0.242 -0.730 3.572  -0.890
C 0.667 -1.029 2.564  -0.358
C 1.402 -0.038 1.913  1.259
C 2.265 -0.332 0.737  -2.468
C 1.246 1.277 2.372  -0.183
C 0.353 1.592 3.381  -0.962
H -0.815 -1.514 4.051  0.428
H 0.801 -2.063 2.268  0.495
H 2.503 -1.384 0.596  0.668
H 3.124 0.322 0.624  0.686
H 1.802 2.073 1.897  0.391
H 0.228 2.618 3.699  0.439
N 3.059 -3.917 -2.615  -0.499
C 1.999 -3.571 -1.827  0.452
C 1.552 -2.230 -1.889  -0.169
N 0.585 -1.805 -1.110  -0.032
C -0.033 -2.694 -0.306  -0.537
C 0.383 -4.004 -0.303  -0.435
N 1.415 -4.449 -1.034  -0.665
H 3.653 -3.143 -2.895  0.268
H 3.532 -4.766 -2.352  0.266
H 2.059 -1.522 -2.531  0.703
H -0.835 -2.332 0.320  0.618
H -0.114 -4.721 0.340  0.368